Entry 1:
{"formula": "C4H8O2", "method": "the ωB97M-V functional and the def2-TZVPD basis", "symbols": ["C", "C", "O", "C", "C", "O", "H", "H", "H", "H", "H", "H", "H", "H"], "coordinates": [[0.130740, -1.018308, -1.097278], [0.283080, -0.337214, 0.250032], [0.630139, -1.257055, 1.255741], [0.696929, 1.086812, 0.417308], [-0.751498, 0.759350, 0.567282], [-1.645660, 1.139694, -0.442176], [0.536332, -0.413409, -1.904043], [-0.927812, -1.192334, -1.334399], [0.625623, -1.991749, -1.099786], [1.243048, -0.817559, 1.854221], [1.240338, 1.347630, 1.319868], [0.957864, 1.670567, -0.449243], [-1.156469, 0.703474, 1.577194], [-1.862654, 0.320100, -0.914721]], "forces_ev_per_angstrom": [[0.052, 0.161, 0.015], [-0.739, 0.153, -0.257], [-0.028, 0.233, 0.179], [0.227, 0.280, -0.052], [0.151, -1.012, 0.316], [0.243, -0.367, 0.117], [0.060, 0.025, -0.075], [0.158, -0.174, 0.029], [0.002, 0.190, 0.104], [-0.030, -0.157, 0.000], [0.002, 0.009, -0.036], [0.153, 0.016, -0.216], [-0.061, 0.190, -0.184], [-0.190, 0.453, 0.060]], "lowdin_charge": [0.00, -0.49, 0.01, -0.03, -0.28, -0.01, 0.09, 0.08, 0.09, 0.09, 0.11, 0.12, 0.15, 0.08], "homo_ev": -9.3, "lumo_ev": 0.9, "multiplicity": 1, "de_lowest_ev": 2.051, "smiles": "C[C@@]1(O)C[C@H]1O"}


Entry 2:
{"formula": "C4H8O2", "method": "the ωB97M-V functional and the def2-TZVPD basis", "symbols": ["C", "C", "C", "O", "C", "O", "H", "H", "H", "H", "H", "H", "H", "H"], "coordinates": [[1.768954, 0.730542, -0.165310], [0.725111, 0.179902, 0.760783], [0.088083, -0.968230, 0.552935], [-0.822936, -1.468404, 1.437843], [-2.227926, -0.638311, -1.645250], [-2.606178, -1.445294, -0.937045], [1.564881, 1.780596, -0.405432], [1.800739, 0.174827, -1.109353], [2.769210, 0.688679, 0.281637], [-1.035738, 1.695841, -0.335334], [0.479446, 0.744146, 1.659689], [0.292435, -1.583614, -0.325874], [-1.395105, -2.091449, 0.975010], [-1.400977, 2.200768, -0.744299]], "forces_ev_per_angstrom": [[0.038, 0.002, -0.071], [-0.088, -0.212, 0.046], [0.352, 0.270, -0.151], [-0.121, -0.135, -0.014], [-0.527, -1.059, 0.833], [0.417, 1.025, -0.957], [0.025, -0.150, 0.030], [-0.004, 0.050, 0.161], [-0.133, 0.027, -0.040], [-0.070, 0.095, -0.056], [0.041, -0.083, -0.107], [-0.039, 0.109, 0.128], [0.080, 0.064, 0.148], [0.031, -0.004, 0.049]], "lowdin_charge": [-0.12, -0.19, -0.27, -0.02, 0.02, 0.01, 0.06, 0.07, 0.07, 0.01, 0.11, 0.12, 0.07, 0.05], "homo_ev": -8.7, "lumo_ev": 0.9, "multiplicity": 1, "de_lowest_ev": 2.605}


Entry 3:
{"formula": "C4H8O2", "method": "the ωB97M-V functional and the def2-TZVPD basis", "symbols": ["C", "C", "O", "C", "C", "O", "H", "H", "H", "H", "H", "H", "H", "H"], "coordinates": [[-0.849875, 0.302985, -1.090814], [-0.205430, 0.601861, 0.197555], [0.243246, 1.909445, 0.395094], [-0.101158, -0.383378, 1.299725], [1.054557, -0.538233, 0.389353], [1.113312, -1.512497, -0.551148], [-1.618469, -0.467503, -1.052092], [-0.044362, -0.277970, -1.834218], [-1.143964, 1.191602, -1.650614], [-0.130510, 2.271325, 1.206971], [0.110644, 0.037981, 2.276697], [-0.815056, -1.198369, 1.301038], [1.951516, 0.052620, 0.563517], [0.741471, -1.081864, -1.478761]], "forces_ev_per_angstrom": [[1.078, -0.984, -1.487], [1.838, -1.187, -0.457], [-0.118, 0.104, 0.113], [-0.260, -0.199, 0.448], [-0.774, 1.807, -0.542], [-0.692, 0.595, -1.939], [-0.242, 0.284, 0.086], [-1.906, 1.837, 0.743], [-0.124, -0.154, 0.219], [-0.087, -0.114, -0.112], [-0.057, -0.100, 0.042], [-0.052, -0.016, 0.070], [-0.013, -0.295, 0.169], [1.410, -1.578, 2.645]], "lowdin_charge": [-0.01, -0.46, 0.01, -0.06, -0.28, -0.07, 0.09, 0.10, 0.09, 0.10, 0.12, 0.12, 0.14, 0.11], "homo_ev": -8.5, "lumo_ev": 0.8, "multiplicity": 1, "de_lowest_ev": 3.317, "smiles": "C[C@@]1(O)C[C@H]1O"}


Entry 4:
{"formula": "C4H8O2", "method": "the ωB97M-V functional and the def2-TZVPD basis", "symbols": ["C", "C", "O", "C", "C", "O", "H", "H", "H", "H", "H", "H", "H", "H"], "coordinates": [[-1.951076, 0.276126, 0.503437], [-0.654234, -0.284893, -0.012466], [-0.734747, -1.137288, -0.870316], [0.744985, 0.095408, 0.399134], [1.606079, -0.602600, -0.978598], [0.805797, 1.328887, 1.161298], [-2.550764, -0.599743, 0.766963], [-2.461089, 0.759202, -0.338698], [-1.877802, 0.956636, 1.347348], [1.143742, -0.574721, 1.156796], [1.367799, -1.672208, -1.231922], [2.651130, -0.598849, -0.702648], [1.410485, -0.086319, -1.929272], [0.499693, 2.140360, 0.728948]], "forces_ev_per_angstrom": [[-0.034, 0.120, 0.193], [-0.366, -0.652, -0.501], [-1.023, -0.157, 0.056], [0.367, -1.266, -0.894], [0.210, 1.122, 0.861], [0.682, -0.323, -1.178], [-0.022, 0.211, 0.072], [0.110, -0.005, 0.206], [0.077, 0.017, 0.003], [-0.474, -0.396, 0.085], [-0.207, 1.201, 1.148], [0.404, 0.440, -0.156], [0.189, 0.266, 0.539], [0.086, -0.579, -0.433]], "lowdin_charge": [0.00, -0.42, 0.04, -0.22, -0.01, -0.04, 0.09, 0.09, 0.07, 0.14, 0.08, 0.04, 0.06, 0.09], "homo_ev": -9.5, "lumo_ev": 0.6, "multiplicity": 1, "de_lowest_ev": 2.575, "smiles": "CC(=O)[C@@H](C)O"}


| no. | calculated total energy (Ha) |
| --- | --- |
| 1 | -307.63704 |
| 2 | -307.61668 |
| 3 | -307.59053 |
| 4 | -307.61781 |